Record 1
# C25H24AsHgN2O6S2Si

A molecular structure, C25H24AsHgN2O6S2Si (the ωB97M-V functional and the def2-TZVPD basis, OMol25).

CARTESIAN COORDINATES (ANGSTROEM)
1 Hg 0.32239 0.41439 0.32468
2 O 3.31376 -2.65950 2.38716
3 As 1.91018 -2.64020 1.25998
4 O 1.99539 -3.99982 0.37348
5 O 2.14162 -1.09504 0.66198
6 C 0.50005 -2.70221 2.64376
7 C 0.94178 -2.92912 3.95008
8 C 0.06446 -2.94034 5.01898
9 C -1.28987 -2.73359 4.80255
10 C -1.73997 -2.52730 3.51249
11 C -0.85421 -2.50979 2.44416
12 S -1.60233 -2.16312 0.84763
13 O -0.46626 -2.17521 -0.07609
14 O -2.61385 -3.18020 0.65286
15 O -2.16738 -0.81810 0.99867
16 H 3.83403 -1.90851 2.07844
17 H 1.99836 -3.08420 4.11764
18 H 0.44175 -3.10136 6.02241
19 H -1.98761 -2.73100 5.63182
20 H -2.79117 -2.36782 3.31069
21 C -3.56675 3.58157 3.82059
22 C -2.59804 4.09506 2.97072
23 C -1.47655 3.34296 2.66983
24 C -1.28148 2.06816 3.20848
25 C -2.26821 1.57397 4.06170
26 C -3.39785 2.31815 4.36484
27 Si 0.21456 1.00572 2.71961
28 C 1.74304 1.95744 3.33123
29 C 2.53383 1.43458 4.35519
30 C 3.69854 2.06458 4.76461
31 C 4.10383 3.24082 4.15378
32 C 3.33454 3.78038 3.13348
33 C 2.17517 3.14207 2.73103
34 H -4.45116 4.16240 4.05326
35 H -2.72287 5.08205 2.53894
36 H -0.72963 3.75382 2.00070
37 H -2.15489 0.58116 4.47937
38 H -4.14953 1.90905 5.02907
39 H 0.14504 -0.15457 3.63934
40 H 2.23591 0.50775 4.82984
41 H 4.29225 1.63394 5.56178
42 H 5.01934 3.73019 4.46416
43 H 3.65083 4.69508 2.64525
44 H 1.58992 3.56398 1.92534
45 N -1.74691 3.66970 -0.74744
46 C -0.33721 3.56866 -0.85989
47 S 0.43087 2.24763 -1.61042
48 N 0.40798 4.53533 -0.17737
49 C 0.10614 5.83034 0.13003
50 C -0.99736 6.52756 -0.40666
51 C -1.21471 7.84630 -0.05307
52 C -0.36963 8.52266 0.82042
53 C 0.72652 7.83791 1.34561
54 C 0.96304 6.52412 1.01500
55 H -2.16776 2.78597 -1.00378
56 H -2.05784 3.94407 0.18131
57 H 1.36746 4.25310 -0.03443
58 H -1.65665 6.02725 -1.09841
59 H -2.06784 8.36019 -0.48245
60 H -0.55544 9.55490 1.08475
61 H 1.39855 8.33446 2.03581
62 H 1.81052 6.00166 1.44348

Atomic forces in eV per Å
Hg 0.301 0.539 0.067
O 0.243 -0.122 0.133
As -0.252 0.104 0.030
O 0.013 -0.168 -0.123
O -0.053 0.002 -0.247
C 0.461 -0.035 -0.024
C 0.138 -0.058 0.013
C 0.046 -0.019 0.054
C -0.068 0.026 -0.028
C -0.176 -0.016 0.169
C -0.339 -0.023 -0.306
S -0.020 0.381 0.185
O -0.153 0.047 -0.127
O 0.126 -0.209 -0.107
O 0.009 -0.072 0.043
H -0.046 0.092 0.071
H -0.008 0.043 0.012
H 0.000 -0.015 0.010
H -0.016 0.000 0.006
H -0.032 0.022 -0.006
C -0.104 0.023 0.048
C -0.083 0.147 -0.002
C 0.176 -0.085 0.067
C 0.017 -0.067 -0.114
C 0.080 -0.064 -0.065
C -0.066 0.035 0.072
Si -0.222 0.160 0.192
C 0.031 -0.161 -0.149
C -0.082 -0.058 -0.019
C 0.062 0.044 0.070
C 0.095 0.034 0.051
C 0.074 0.102 0.020
C -0.112 -0.081 0.021
H -0.021 0.016 0.005
H 0.029 0.029 -0.009
H 0.025 0.044 -0.034
H 0.010 -0.062 0.023
H -0.042 -0.017 0.006
H 0.001 0.031 0.070
H -0.015 -0.058 0.016
H 0.037 -0.019 0.011
H 0.012 0.014 0.008
H 0.000 0.026 -0.013
H -0.037 0.026 -0.046
N 0.330 -0.040 -0.054
C -0.564 0.279 -0.102
S 0.092 -0.484 0.084
N 0.162 -0.507 -0.113
C -0.016 0.371 0.055
C 0.144 -0.144 0.046
C 0.017 0.127 0.076
C -0.017 -0.026 -0.023
C -0.075 0.142 0.005
C -0.072 -0.152 -0.125
H 0.020 -0.004 0.057
H 0.038 -0.120 0.014
H -0.072 0.002 0.003
H -0.020 -0.049 -0.004
H 0.003 0.021 0.010
H -0.016 0.021 0.015
H 0.009 0.022 -0.007
H -0.001 -0.034 0.016

The value obtained for the energy above the lowest of the compared OMol25 structures with the same formula, charge and spin is 33.2 kJ/mol. As for the total energy: -136143.297 eV. Its spin multiplicity is 2. The value obtained for the LUMO energy (spin up / spin down) is 4.33 / 4.32 eV. The net charge is -2.

Atomic partial charges in e from the natural (NBO) method, atoms 1 to 4: 1.146, -1.073, 2.459, -1.158

***

Record 2
# C25H24BClF4N3O10V

A molecular structure, C25H24BClF4N3O10V (the ωB97M-V functional and the def2-TZVPD basis, OMol25).

CARTESIAN COORDINATES (ANGSTROEM)
1 V -0.36675 0.07152 0.30808
2 O 3.76791 0.54347 1.52329
3 C 2.53891 0.68705 0.93254
4 O 1.82605 -0.53253 0.81031
5 C 2.12865 1.77171 0.25561
6 C 2.90828 2.99840 0.19322
7 C 2.60659 3.91411 -0.74652
8 C 1.49181 3.71517 -1.61874
9 C 0.67817 2.64205 -1.36392
10 N 0.90831 1.70132 -0.43509
11 C -0.63478 2.57328 -2.09219
12 O -0.54596 2.69083 -3.43637
13 O -1.69942 2.47385 -1.55626
14 H 3.64409 0.35378 2.46097
15 H 3.74505 3.11974 0.86585
16 H 3.20390 4.81449 -0.83201
17 H 1.20879 4.45386 -2.35572
18 H 0.38945 2.69229 -3.67981
19 C -0.66451 3.48102 1.82691
20 C -0.32490 2.27874 2.69564
21 N -0.97144 1.00473 2.30656
22 C -0.56787 -0.05687 3.26610
23 C -0.91354 0.13063 4.74281
24 C -2.45345 1.14067 2.23036
25 C -3.07094 -0.00387 1.43914
26 N -2.44204 0.00759 0.13609
27 C -3.00843 -0.33801 -1.01502
28 C -2.15500 -0.56053 -2.12286
29 F -0.79705 -0.45909 -1.88722
30 C -2.57369 -0.86297 -3.38747
31 F -1.65434 -1.03632 -4.35547
32 C -3.91867 -1.00609 -3.68123
33 C -4.78913 -0.82377 -2.62072
34 F -6.11425 -0.94405 -2.84082
35 C -4.37391 -0.51043 -1.34638
36 F -5.32750 -0.32661 -0.39974
37 H 0.04830 4.27919 2.04296
38 H -1.66128 3.86940 2.03343
39 H -0.60449 3.23988 0.77011
40 H -0.58279 2.52146 3.73335
41 H 0.75123 2.09285 2.65627
42 H 0.51220 -0.18396 3.16134
43 H -1.02206 -0.98875 2.93907
44 H -0.43245 0.99700 5.19657
45 H -0.56148 -0.75860 5.26778
46 H -1.98799 0.20008 4.91263
47 H -2.67099 2.05539 1.68507
48 H -2.88341 1.22279 3.23474
49 H -4.15637 0.08897 1.42683
50 H -2.85824 -0.96065 1.93612
51 H -4.26749 -1.24494 -4.67308
52 O 3.05628 -1.00629 -1.25210
53 B 2.33972 -1.40440 -0.12529
54 O 2.19086 -2.77460 -0.07035
55 C 2.78546 -3.24114 -1.21017
56 C 2.87793 -4.53624 -1.65706
57 C 3.54929 -4.73250 -2.86464
58 C 4.09099 -3.66705 -3.57566
59 C 3.98183 -2.35421 -3.11169
60 C 3.31899 -2.17620 -1.92211
61 H 2.43446 -5.34696 -1.09584
62 H 3.64343 -5.73566 -3.25926
63 H 4.60058 -3.85554 -4.51138
64 H 4.38797 -1.51345 -3.65698
65 O -0.34247 -4.43220 0.86046
66 Cl -0.50538 -3.19905 1.56857
67 O 0.60919 -2.94430 2.44147
68 O -1.73261 -3.19587 2.32750
69 O -0.58761 -2.11356 0.57145

Atomic forces in eV per Å
V -0.103 -0.170 0.202
O -0.001 0.003 0.003
C 0.026 -0.027 -0.002
O -0.013 0.162 -0.094
C -0.034 -0.051 -0.085
C -0.074 -0.091 0.027
C -0.004 0.068 -0.038
C 0.009 0.124 -0.083
C 0.149 -0.063 0.164
N -0.246 -0.025 -0.076
C 0.002 -0.011 0.051
O 0.005 0.010 -0.068
O -0.041 0.010 0.025
H 0.009 -0.004 0.007
H 0.007 -0.017 0.001
H -0.018 0.005 -0.017
H 0.027 0.014 0.017
H 0.016 -0.003 0.016
C -0.013 -0.026 0.048
C -0.029 0.001 -0.051
N -0.046 -0.024 0.088
C -0.034 -0.044 -0.004
C 0.017 -0.009 -0.043
C 0.133 -0.073 -0.074
C 0.045 -0.215 -0.006
N 0.277 0.200 -0.139
C -0.037 -0.047 0.138
C 0.054 0.003 0.010
F 0.035 -0.024 0.006
C 0.011 0.002 0.020
F 0.024 -0.009 -0.035
C -0.054 0.000 -0.005
C 0.095 -0.001 -0.024
F -0.071 -0.010 -0.005
C -0.023 -0.002 -0.007
F -0.036 0.005 0.026
H 0.017 -0.016 -0.038
H -0.020 0.009 0.019
H -0.024 -0.001 -0.043
H 0.013 -0.026 0.017
H -0.004 0.018 0.021
H -0.017 -0.020 -0.025
H 0.026 0.041 -0.001
H 0.008 0.005 -0.002
H -0.013 0.010 0.020
H -0.010 0.018 -0.001
H 0.016 0.044 0.006
H -0.014 -0.001 0.013
H -0.001 0.206 -0.033
H -0.059 0.005 0.022
H 0.000 0.000 0.001
O -0.016 0.075 0.067
B 0.078 -0.068 -0.079
O -0.049 0.045 0.101
C 0.024 0.004 -0.044
C -0.015 -0.053 0.013
C 0.014 0.036 -0.013
C -0.029 0.015 0.050
C 0.023 -0.013 -0.037
C 0.000 -0.003 -0.002
H 0.006 -0.002 -0.007
H -0.001 -0.002 0.001
H 0.001 -0.003 -0.004
H 0.002 -0.008 -0.007
O -0.024 0.154 0.092
Cl -0.059 -0.168 0.174
O -0.092 -0.035 -0.087
O 0.164 -0.006 -0.136
O -0.010 0.078 -0.050

The value obtained for the energy above the lowest of the compared OMol25 structures with the same formula, charge and spin is 61.8 kJ/mol. As for the total energy: -101014.983 eV. Its spin multiplicity is 4. The value obtained for the LUMO energy (spin up / spin down) is 2.41 / 2.41 eV. The net charge is -1.

Atomic partial charges in e from the natural (NBO) method, atoms 1 to 4: 1.236, -0.697, 0.383, -0.726

***

Record 3
# C25H24Br2N

2 unconnected molecules or ions with the total composition C25H24Br2N in a non-equilibrium geometry (the ωB97M-V functional and the def2-TZVPD basis, OMol25).

CARTESIAN COORDINATES (ANGSTROEM)
1 Br 3.36678 2.68829 -5.47318
2 C 2.72047 2.62734 -3.70365
3 C 1.90686 3.63622 -3.22603
4 C 1.44960 3.60331 -1.92705
5 C 1.78417 2.53487 -1.07768
6 C 1.30952 2.51042 0.26870
7 C 1.48555 1.45256 1.13381
8 C 1.07807 1.45328 2.45038
9 C 1.31656 0.39693 3.38369
10 C 0.73535 0.42905 4.66477
11 C 0.97823 -0.57864 5.57353
12 C 1.80705 -1.63206 5.23851
13 Br 2.15029 -3.00051 6.49150
14 C 2.39000 -1.68833 3.98822
15 C 2.14887 -0.69154 3.06953
16 C 2.61224 1.52022 -1.59089
17 C 3.07581 1.57429 -2.88535
18 H 1.64451 4.45030 -3.88110
19 H 0.84758 4.40755 -1.54128
20 H 0.80336 3.38351 0.63917
21 H 1.93750 0.56116 0.74607
22 H 0.55262 2.32239 2.80045
23 H 0.08905 1.24852 4.92872
24 H 0.52773 -0.56120 6.55329
25 H 3.04162 -2.51296 3.74632
26 H 2.62493 -0.73326 2.10743
27 H 2.91215 0.70455 -0.95877
28 H 3.73008 0.80639 -3.26545
29 C -0.94606 6.46433 -0.25987
30 C 0.21268 6.87283 0.57248
31 C -0.01552 7.80223 1.71361
32 N 1.36443 6.41650 0.28860
33 C 2.51420 6.75880 0.99845
34 C 3.76798 6.12558 0.47195
35 C 4.53375 6.76961 -0.48622
36 C 5.70441 6.20295 -0.94454
37 C 6.11380 4.98122 -0.45324
38 C 5.35144 4.32263 0.48866
39 C 4.18114 4.89129 0.94471
40 H -1.86748 6.95028 0.06409
41 H -0.77436 6.72761 -1.30393
42 H -1.09450 5.38588 -0.20290
43 H -1.06956 8.07298 1.80269
44 H 0.28604 7.34234 2.65595
45 H 0.55100 8.72589 1.58543
46 H 2.62620 7.84904 0.98590
47 H 2.37866 6.47741 2.04883
48 H 4.21120 7.72619 -0.85909
49 H 6.30410 6.72099 -1.67519
50 H 7.03616 4.54600 -0.79764
51 H 5.67627 3.37256 0.87992
52 H 3.58337 4.38719 1.68402

Atomic forces in eV per Å
Br -0.132 0.008 0.324
C 0.042 0.168 -0.387
C -0.296 0.483 -0.080
C 0.066 -0.016 0.064
C -0.073 0.008 0.152
C 0.284 -0.013 -0.414
C -0.051 -0.379 0.259
C 0.231 -0.160 -0.318
C -0.021 -0.102 0.131
C 0.154 -0.038 -0.188
C -0.366 0.267 0.359
C -0.001 -0.259 0.323
Br -0.079 0.278 -0.237
C 0.361 -0.151 -0.545
C -0.066 -0.006 0.170
C 0.036 0.057 -0.197
C 0.297 -0.647 0.401
H -0.065 0.152 -0.007
H -0.084 0.238 0.059
H -0.218 0.443 0.016
H 0.205 -0.225 -0.051
H -0.253 0.331 0.243
H -0.133 0.164 0.111
H -0.076 0.098 0.065
H 0.059 -0.049 -0.086
H 0.161 -0.136 -0.155
H 0.133 -0.205 0.004
H 0.042 -0.118 0.007
C -0.611 -0.063 -0.338
C 1.035 0.055 0.339
C -0.547 0.388 0.300
N -1.777 -1.164 -1.731
C 0.789 0.844 1.176
C -0.127 0.002 -0.034
C -0.159 0.044 0.121
C 0.077 0.123 -0.184
C 0.296 -0.160 -0.118
C 0.007 -0.259 0.063
C -0.120 0.138 -0.040
H 0.058 -0.091 -0.064
H 0.010 -0.054 -0.015
H -0.048 -0.065 -0.050
H 0.145 -0.003 0.019
H 0.150 0.050 0.047
H 0.121 -0.009 0.077
H 0.194 0.092 0.125
H 0.190 0.044 0.210
H -0.050 0.261 -0.097
H 0.085 0.065 -0.116
H 0.184 -0.090 -0.070
H 0.081 -0.179 0.059
H -0.139 -0.157 0.297

The value obtained for the energy above the lowest of the compared OMol25 structures with the same formula, charge and spin is 0.0 kJ/mol. As for the total energy: -167882.063 eV. Its spin multiplicity is 1. The value obtained for the LUMO energy is -5.67 eV. The net charge is +1.

Atomic partial charges in e from the natural (NBO) method, atoms 1 to 4: 0.149, -0.012, -0.241, -0.107

***

Record 4
# C25H24BrClN4O4

C25H24BrClN4O4 in the gas phase in a non-equilibrium geometry (the ωB97M-V functional and the def2-TZVPD basis, OMol25).

CARTESIAN COORDINATES (ANGSTROEM)
1 N -3.41651 0.39539 -3.21954
2 C -3.78090 1.07751 -2.11857
3 O -3.41669 2.22099 -1.91752
4 C -4.64889 0.31711 -1.13333
5 C -3.86962 0.12050 0.18173
6 N -3.56882 1.41874 0.74244
7 C -3.11524 1.56341 2.00435
8 O -3.10476 0.67368 2.82452
9 C -2.57975 2.97313 2.27982
10 C -1.30729 3.09911 1.49604
11 C -1.27796 3.76256 0.27390
12 C -0.12781 3.77982 -0.49462
13 C 0.99918 3.12376 -0.03348
14 Br 2.57838 3.11608 -1.10797
15 C 1.00012 2.46496 1.18460
16 C -0.15605 2.45610 1.94175
17 C -2.61518 -0.69233 -0.06707
18 C -1.39120 -0.07905 -0.36215
19 C -0.25384 -0.81725 -0.55402
20 C -0.25349 -2.22782 -0.48605
21 N 0.86251 -2.94996 -0.68966
22 C 2.19880 -2.42609 -0.78287
23 C 2.76254 -2.03412 0.59757
24 C 4.14582 -1.47103 0.45289
25 C 4.32456 -0.15235 0.05343
26 C 5.58858 0.37759 -0.12198
27 C 6.69422 -0.42601 0.10484
28 Cl 8.28265 0.22252 -0.10838
29 C 6.54096 -1.74472 0.50136
30 C 5.26816 -2.25954 0.66978
31 C -1.50978 -2.84277 -0.23419
32 N -1.68255 -4.24558 -0.17150
33 O -2.81079 -4.68555 -0.04807
34 O -0.69638 -4.97727 -0.25111
35 C -2.65279 -2.06406 -0.01741
36 H -3.68852 -0.55759 -3.38009
37 H -2.82128 0.84638 -3.89570
38 H -5.54062 0.91095 -0.92610
39 H -4.94587 -0.65182 -1.53114
40 H -4.49483 -0.42123 0.90184
41 H -3.43907 2.16029 0.06225
42 H -3.31170 3.71721 1.96690
43 H -2.39509 3.06336 3.34979
44 H -2.15875 4.26690 -0.09456
45 H -0.11449 4.28966 -1.44535
46 H 1.89021 1.96478 1.53563
47 H -0.17332 1.93093 2.88458
48 H -1.33428 0.99638 -0.42999
49 H 0.66902 -0.30293 -0.76325
50 H 0.75938 -3.95072 -0.54143
51 H 2.22411 -1.56060 -1.45030
52 H 2.82815 -3.20298 -1.22143
53 H 2.77594 -2.91794 1.23692
54 H 2.09868 -1.29464 1.05025
55 H 3.46502 0.47495 -0.12481
56 H 5.71144 1.40281 -0.43328
57 H 7.40924 -2.36040 0.67562
58 H 5.14949 -3.28743 0.97961
59 H -3.57303 -2.58384 0.20445

Atomic forces in eV per Å
N 0.107 -0.095 -0.403
C -0.356 -0.523 -0.128
O 0.139 0.523 0.106
C 0.078 0.202 0.264
C -0.052 -0.200 0.084
N -0.302 0.022 -0.426
C -0.134 0.614 0.124
O 0.070 -0.353 0.254
C -0.024 -0.338 0.128
C 0.182 0.240 -0.078
C 0.070 -0.049 0.195
C 0.148 -0.043 -0.116
C 0.173 -0.015 -0.149
Br -0.190 0.025 0.123
C 0.110 0.010 -0.107
C -0.111 0.080 -0.044
C 0.056 -0.182 0.118
C -0.086 -0.221 0.055
C 0.082 -0.063 -0.024
C -0.369 -0.218 -0.005
N 0.250 -0.706 -0.082
C 0.038 0.233 0.311
C 0.061 0.020 -0.332
C -0.043 -0.026 0.134
C 0.041 -0.122 0.034
C 0.089 -0.018 -0.022
C -0.199 -0.110 0.033
Cl 0.203 0.088 -0.026
C 0.107 0.090 -0.048
C -0.056 0.096 -0.028
C 0.044 1.297 -0.005
N -0.207 -0.748 0.014
O -0.036 -0.160 0.021
O 0.021 -0.181 0.022
C 0.083 0.075 -0.036
H -0.002 0.033 0.081
H -0.008 0.007 0.065
H -0.013 -0.005 -0.088
H -0.008 -0.014 0.034
H 0.066 0.065 -0.182
H 0.010 -0.018 0.135
H 0.004 0.038 0.016
H -0.087 -0.021 -0.053
H -0.129 0.045 -0.027
H 0.021 0.029 -0.073
H 0.077 -0.031 0.021
H -0.007 -0.079 0.125
H 0.057 0.172 0.014
H 0.152 0.064 -0.022
H -0.035 0.399 -0.080
H 0.074 -0.072 -0.029
H -0.024 0.099 -0.044
H -0.059 0.013 0.028
H -0.032 -0.033 0.055
H -0.148 0.113 -0.022
H 0.062 0.110 -0.015
H 0.101 -0.028 0.011
H -0.018 -0.119 0.050
H -0.040 -0.009 0.039

As for the total energy: -123029.780 eV. Its spin multiplicity is 1. The value obtained for the LUMO energy is -0.47 eV. As for the SMILES: NC(=O)C[C@H](NC(=O)Cc1ccc(Br)cc1)c1ccc(NCCc2ccc(Cl)cc2)c([N+](=O)[O-])c1.

Atomic partial charges in e from the natural (NBO) method, atoms 1 to 4: -0.801, 0.686, -0.651, -0.500

***

Q: The highest spin multiplicity belongs to which entry?
A: C25H24BClF4N3O10V